1.
Formula: C28H29IN2O5PdSSi
Source: the OMol25 dataset
Level of theory: ωB97M-V with the def2-TZVPD basis set

The geometry in XYZ format:
```
68
Properties=species:S:1:pos:R:3:mulliken_charge:R:1
C -1.56 3.42 3.23 -0.29
C 1.24 0.03 -2.36 0.11
H 1.61 3.54 1.60 0.54
H -2.16 4.19 5.11 0.41
O 0.24 1.70 0.44 -1.19
H -0.03 -4.79 -0.89 0.28
H -0.55 -2.11 -5.28 0.38
O 1.11 -0.29 0.79 -0.71
C -2.78 0.13 -3.19 -0.19
C 1.16 0.95 0.90 1.20
H 7.16 1.49 3.76 0.23
C -1.21 -1.47 -4.71 -0.79
H -0.97 2.36 1.54 0.20
H -2.56 1.41 -0.23 0.81
Pd -0.42 -0.08 -0.91 -0.10
H -1.48 -5.68 -0.40 0.37
C 3.45 0.25 -3.26 -0.69
C -1.11 -4.82 -0.94 -1.29
C -1.00 -3.18 1.59 -1.00
H -0.26 -2.38 1.58 0.11
C 6.71 1.71 2.79 -0.24
H -3.13 -0.30 -0.52 0.30
C -0.68 -0.58 -3.78 1.39
H -3.30 0.15 4.18 0.48
H -3.39 0.81 -2.61 0.50
H 4.49 0.51 -3.12 0.43
H 3.73 4.53 2.47 0.42
H 2.96 0.64 -1.21 0.28
C -2.58 -1.54 -4.88 -0.38
H 3.68 -0.24 -5.33 0.36
C -3.73 -3.45 0.03 -1.15
H -3.02 -2.22 -5.59 0.45
O 5.98 2.92 2.87 -0.49
H -4.18 -2.64 0.60 0.24
H 3.38 -0.35 1.48 0.57
H -0.50 -4.12 1.82 0.44
Si -1.83 -3.22 -0.15 0.24
C -2.84 1.09 3.93 -0.51
H -3.94 -4.38 0.56 0.41
H -4.45 -0.67 -4.27 0.41
H -1.74 -2.98 2.36 0.24
H 7.51 1.81 2.04 0.25
O -1.47 -1.97 -1.03 0.01
C 0.77 -0.37 -3.61 0.29
C 3.65 3.47 2.26 -1.22
C -2.19 3.35 4.43 -0.60
C 3.47 0.70 1.70 -0.93
H -1.00 4.28 2.91 0.46
C 2.38 1.55 1.51 -0.18
H -3.38 2.10 5.75 0.45
C 4.63 1.26 2.16 0.90
N -1.47 0.17 -2.99 -0.26
C -2.87 2.16 4.80 -0.33
H -4.22 -3.50 -0.93 0.30
S -2.11 -0.15 1.60 0.33
C 1.66 -0.47 -4.68 -0.78
C 3.00 -0.16 -4.50 -0.67
C -2.24 1.20 2.69 -0.08
C -3.38 -0.69 -4.14 -0.95
C 2.58 0.33 -2.18 0.29
O 5.84 0.67 2.41 -0.48
H 1.30 -0.77 -5.66 0.41
C 2.47 2.91 1.78 -0.37
H -1.42 -4.88 -1.98 0.30
N -1.61 2.39 2.34 0.24
C 4.72 2.63 2.43 1.00
I -5.08 1.12 0.70 -0.03
C -3.05 0.52 0.19 -1.15
```

Frontier orbital gap (alpha / beta)   4.9 / 4.9 eV
DFT total energy   -73016.3501 eV
LUMO level (alpha / beta)   -1.77 / -1.77 eV
Highest occupied orbital energy (alpha / beta)   -6.66 / -6.66 eV
Energy above the lowest of the compared OMol25 structures with the same formula, charge and spin   252.0 kJ/mol



2.
Formula: C28H29IrN3O6SSb
Source: the OMol25 dataset
Level of theory: ωB97M-V with the def2-TZVPD basis set

The geometry in XYZ format:
```
69
Properties=species:S:1:pos:R:3:mulliken_charge:R:1
C 2.41 -2.48 2.11 0.16
H 4.37 -1.55 4.09 0.33
C -3.36 2.03 0.13 0.51
H -4.35 3.94 0.08 0.60
H 2.70 4.69 3.82 0.44
H 2.59 -4.56 1.74 0.40
H -0.47 -3.79 -3.55 0.40
C -4.27 -2.38 -2.30 -1.16
C -2.41 -1.02 -4.67 -1.18
O -2.05 -2.90 0.38 -0.29
C 1.30 3.14 3.33 -0.63
H 2.85 -2.12 4.80 0.37
H 0.46 0.98 -5.29 0.47
H 2.01 -0.31 -1.53 0.47
H 2.39 -4.13 3.44 0.35
H 4.39 0.92 2.76 0.50
Ir -1.33 -0.20 -0.59 2.35
N 2.69 -1.39 2.86 0.06
O -3.17 0.60 -1.73 -0.70
H -1.45 -1.07 -5.18 0.36
H 4.25 -0.98 -5.11 0.38
N 2.07 -0.30 2.29 0.58
C 1.11 0.38 -3.33 0.39
O 0.79 0.10 0.42 -0.88
H -4.34 -2.93 -1.37 0.38
C 3.37 -0.60 -4.61 -0.48
C 1.42 -0.70 1.14 0.54
O -4.72 5.47 2.22 -0.68
H -3.16 -1.56 -5.23 0.49
C 3.24 -0.72 -3.24 -0.54
C 2.25 1.02 2.73 -0.13
C 2.86 -3.84 2.51 -1.64
H -1.57 -4.51 -2.37 0.40
H -2.70 0.02 -4.56 0.34
C -3.78 3.24 0.68 -0.61
H 4.02 -1.19 -2.66 0.42
H 3.14 -0.38 4.60 0.45
H 4.67 3.24 3.50 0.38
H -2.57 2.70 3.78 0.51
C -1.51 -3.85 -3.23 -1.31
C -3.77 1.63 -1.31 -0.02
C 3.53 1.53 2.94 0.23
H 1.32 -2.72 0.22 0.69
H -4.83 -1.45 -2.21 0.33
H 3.94 -3.87 2.66 0.34
H -4.66 -2.97 -3.12 0.41
C 1.66 -2.10 1.03 -0.73
C 3.30 -1.36 4.16 -1.09
C 2.12 -0.23 -2.60 -0.30
H -2.11 -4.25 -4.04 0.39
N -2.67 1.13 0.82 -0.53
C 2.36 0.01 -5.35 -0.59
C 1.24 0.50 -4.72 -0.64
O -2.92 5.15 3.55 -0.68
C -2.43 1.34 2.11 -0.24
C -3.75 4.92 2.69 0.35
O -4.62 2.28 -1.88 -0.65
H -1.95 0.53 2.64 0.80
S -0.31 1.05 -2.58 -0.27
C 3.68 2.85 3.34 -0.66
H 0.15 1.43 2.76 0.25
C 1.13 1.83 2.93 -0.36
C -1.55 -1.85 0.48 -0.18
C -2.79 2.52 2.74 -0.94
H 0.43 3.77 3.48 0.58
Sb -2.22 -1.86 -2.70 0.56
H 2.46 0.10 -6.42 0.37
C 2.57 3.66 3.53 -0.57
C -3.44 3.49 1.99 0.37
```

Frontier orbital gap (alpha / beta)   5.0 / 4.8 eV
DFT total energy   -66469.9587 eV
LUMO level (alpha / beta)   -2.21 / -2.41 eV
Highest occupied orbital energy (alpha / beta)   -7.19 / -7.19 eV
Energy above the lowest of the compared OMol25 structures with the same formula, charge and spin   121.4 kJ/mol



3.
Formula: C28H29N3O6S
Source: the OMol25 dataset
Level of theory: ωB97M-V with the def2-TZVPD basis set

The geometry in XYZ format:
```
67
Properties=species:S:1:pos:R:3:mulliken_charge:R:1
H -2.16 -4.51 -0.07 0.32
C 4.67 -2.36 1.31 -0.70
C -1.99 5.13 -0.76 -0.98
H -2.99 -4.85 1.45 0.31
C -2.04 -4.54 1.01 -1.31
N -0.27 2.50 1.76 -0.12
C -1.46 0.61 0.74 -0.28
H 1.39 0.05 2.18 0.43
C 0.95 -0.70 -1.65 0.14
C 0.55 -1.35 -3.89 -0.68
C -1.63 -3.16 1.50 0.01
C 0.98 0.64 -2.05 -0.21
C 1.66 0.92 1.57 0.34
H -4.04 -2.99 2.43 0.39
N -2.60 -2.13 1.18 0.38
H -3.09 5.18 -0.71 0.36
H -3.14 3.06 -1.72 0.47
C 0.78 1.00 -3.36 -0.51
C -1.79 2.86 -0.06 0.96
H 0.38 -2.12 -4.63 0.48
H -1.03 -0.10 1.43 0.75
H 3.88 -1.18 2.91 0.44
H -4.62 -1.77 1.28 0.53
H -1.28 -5.27 1.27 0.44
C -2.66 2.39 -1.03 -0.89
H 3.45 2.01 1.06 0.37
C 0.98 2.16 2.15 -0.40
C -2.93 1.03 -1.11 -1.15
C 3.88 -0.10 1.06 0.31
H 0.40 0.23 -5.32 0.44
C 1.15 -0.74 -0.19 0.59
H -2.85 -1.19 3.72 0.26
H 4.85 -3.22 1.93 0.40
O -4.03 -1.72 -0.89 -0.79
H 4.97 -1.33 -1.90 0.41
N 1.28 0.59 0.21 0.74
C -3.68 -0.96 3.05 -1.02
C -1.15 1.96 0.81 0.05
C 3.20 1.11 1.63 -1.26
C 4.97 -2.41 -0.04 -0.45
H -1.58 6.08 -0.43 0.28
S -2.69 -1.60 -0.38 1.30
C 0.75 -1.71 -2.56 -0.45
H -4.60 -0.92 3.64 0.47
C 4.19 -0.15 -0.29 -0.10
H -3.61 0.64 -1.85 0.56
O 1.55 2.83 2.98 -0.68
H -0.51 3.45 2.03 0.28
C -3.81 -2.03 1.97 -0.85
H -1.68 4.94 -1.78 0.38
H 0.73 -2.74 -2.24 0.49
H -1.49 -3.16 2.59 0.49
C -2.34 0.16 -0.23 -0.06
H 3.47 1.27 2.67 0.56
O 1.38 2.67 -0.77 -0.69
O 1.15 -1.68 0.57 -0.77
H 0.80 2.04 -3.66 0.58
C 4.73 -1.30 -0.84 -0.79
H 4.01 0.71 -0.92 0.51
C 1.24 1.48 -0.85 0.46
O -1.48 4.17 0.13 -0.46
H -0.69 -2.87 1.03 -0.20
O -1.63 -2.18 -1.15 -0.51
H 5.38 -3.31 -0.47 0.40
H -3.51 0.02 2.60 0.16
C 0.56 -0.02 -4.28 -0.74
C 4.12 -1.21 1.85 -0.19
```

Frontier orbital gap   8.3 eV
DFT total energy   -57098.5353 eV
LUMO level   -0.36 eV
Highest occupied orbital energy   -8.65 eV
Energy above the lowest of the compared OMol25 structures with the same formula, charge and spin   0.0 kJ/mol



4.
Formula: C28H29N3RuSi
Source: the OMol25 dataset
Level of theory: ωB97M-V with the def2-TZVPD basis set

The geometry in XYZ format:
```
62
Properties=species:S:1:pos:R:3:lowdin_spin:R:1
H 0.21 1.80 -2.15 0.00
H -2.34 0.01 3.46 0.00
C -2.87 -4.18 -0.27 0.00
H 0.70 -1.34 -1.22 0.03
C 0.50 -1.14 4.95 0.00
C -1.56 1.67 -5.85 0.00
H -1.33 -3.31 -2.71 0.00
H 1.15 -3.51 1.94 0.00
H 5.48 -0.77 -4.73 0.01
H 2.08 0.71 -0.53 0.00
H 1.84 -2.93 -4.07 0.02
C -1.19 1.55 -0.41 0.08
H -3.81 -4.46 -0.72 0.00
C 0.94 -1.90 3.86 0.00
H 0.32 0.67 -5.45 0.00
H -1.62 1.28 1.77 0.00
C -2.06 -5.11 0.37 0.01
H -2.33 -6.16 0.41 0.00
N -1.01 -1.27 2.58 0.00
H 1.99 1.35 -3.34 0.00
H -1.48 -2.56 -4.34 0.01
C -2.45 -2.86 -0.37 0.03
C -0.89 1.24 0.97 0.06
C 1.75 -0.79 -3.60 0.33
H -2.23 -1.84 -2.95 0.06
C 0.12 -1.96 2.72 0.00
C -2.87 1.94 -5.40 0.00
C 0.49 0.92 1.07 0.10
H -1.10 0.17 5.60 0.00
H 4.19 -2.91 -4.72 0.00
H 4.37 1.35 -4.02 0.00
H -1.21 2.11 -6.79 0.00
C -2.41 0.65 -3.41 0.02
H -3.54 2.57 -6.00 0.00
C -0.70 -0.45 4.81 0.00
C 4.44 -0.78 -4.42 0.29
N -1.24 -2.47 0.08 0.03
C 3.72 -1.98 -4.42 0.04
H 1.05 0.70 1.97 0.00
H 1.86 -2.50 3.84 0.00
H -3.05 -2.07 -0.85 0.01
C 2.47 0.41 -3.62 0.06
H 1.09 -1.10 5.86 0.00
H -2.15 1.85 -0.82 0.01
C -1.34 -2.37 -3.26 0.37
C -0.87 -4.67 0.94 0.00
H -4.29 1.63 -3.80 0.00
H -0.18 -5.30 1.50 0.00
C -1.41 -0.54 3.62 0.00
C -1.11 0.35 -3.86 0.06
N 0.49 -2.80 1.66 0.01
H -2.76 0.27 -2.45 0.01
Si -0.02 -0.93 -2.93 0.30
C -0.69 0.87 -5.09 0.01
C 1.06 0.96 -0.25 0.01
C 2.38 -1.98 -4.03 0.16
C -3.29 1.42 -4.18 0.00
Ru -0.55 -0.52 -0.57 1.54
C 3.81 0.41 -4.02 0.11
C -0.54 -3.31 0.85 0.01
H 0.26 -2.36 -3.18 0.20
C 0.05 1.45 -1.15 0.00
```

Frontier orbital gap (alpha / beta)   6.6 / 3.0 eV
Total charge   +2
Spin multiplicity   5
DFT total energy   -44414.8377 eV
LUMO level (alpha / beta)   -6.26 / -10.48 eV
Highest occupied orbital energy (alpha / beta)   -12.83 / -13.52 eV
Energy above the lowest of the compared OMol25 structures with the same formula, charge and spin   302.4 kJ/mol



5.
Formula: C28H29N8PbS
Source: the OMol25 dataset
Level of theory: ωB97M-V with the def2-TZVPD basis set

The geometry in XYZ format:
```
67
Properties=species:S:1:pos:R:3:mulliken_charge:R:1
H 4.91 2.63 -3.63 0.45
S 1.45 1.40 1.51 -0.33
N -2.52 -1.39 -0.89 0.12
C 3.12 3.35 -2.65 1.29
C 2.23 -0.74 -1.83 0.32
H -3.15 -1.70 -2.92 0.40
C 1.12 -1.02 -1.01 -0.17
C 1.95 3.95 2.34 -0.88
H 0.61 5.96 -1.31 0.46
H 2.66 6.71 -2.49 0.41
C 0.99 2.99 1.95 0.73
H 0.04 -2.57 -0.01 0.24
C 1.31 5.22 -1.68 -0.67
Pb -0.27 0.70 -0.52 0.74
C -0.69 4.66 2.27 -0.04
C -3.40 3.09 0.27 0.03
C 1.58 5.22 2.68 -0.18
H -3.71 4.04 0.73 0.47
H -2.85 -3.26 2.79 0.19
C 3.36 4.73 -2.83 -0.85
C 1.71 -3.37 -1.07 -0.96
C -1.03 -0.70 2.99 -0.52
N 1.70 1.60 -1.79 -0.10
C 1.96 2.92 -1.99 -0.17
H 4.42 0.27 -3.20 0.33
H -2.76 1.27 1.00 -0.20
C 1.05 3.89 -1.51 0.15
N -0.30 3.41 1.95 0.37
C -2.63 -2.16 0.17 0.16
H -1.09 2.76 1.72 0.10
H 0.15 3.57 -1.00 -0.11
H -3.44 -4.09 0.49 0.17
C 3.05 -1.78 -2.26 -0.89
H -3.84 0.61 -0.90 0.18
H -4.96 3.32 -1.19 0.47
N -4.22 1.40 -1.41 -0.50
N -2.29 -2.44 2.64 -0.09
H 3.43 -3.89 -2.24 0.40
H -4.05 -4.11 -1.95 0.45
C -4.55 2.52 -0.56 -1.08
C 2.55 0.67 -2.18 1.34
H -3.59 2.15 2.08 0.28
H -1.75 4.84 2.22 0.33
H -1.59 -2.09 4.64 0.42
C 3.73 1.03 -2.88 -0.86
H -0.09 6.60 2.89 0.45
C 2.48 5.65 -2.35 -0.62
C -2.10 -1.77 1.47 0.08
H 1.51 -4.39 -0.76 0.44
H 4.26 5.04 -3.34 0.42
N -2.90 2.21 1.34 -0.38
H 2.33 5.94 2.97 0.42
C 0.22 5.60 2.64 -0.83
H 2.98 3.64 2.35 0.43
C 0.88 -2.34 -0.64 0.25
H -0.38 0.06 3.40 0.43
H 3.90 -1.59 -2.91 0.35
C 2.79 -3.09 -1.89 -0.79
N -3.25 -3.32 -0.12 -0.19
C -1.61 -1.76 3.62 -0.99
H -3.54 1.66 -2.11 0.28
H -5.36 2.22 0.12 0.36
N -1.34 -0.71 1.66 0.66
C -3.09 -2.10 -1.92 -0.58
C -3.55 -3.30 -1.46 -0.59
C 4.01 2.34 -3.11 -0.94
H -2.56 3.32 -0.40 -0.07
```

Frontier orbital gap   7.9 eV
Total charge   +1
DFT total energy   -57507.5268 eV
LUMO level   -2.60 eV
Highest occupied orbital energy   -10.50 eV
Energy above the lowest of the compared OMol25 structures with the same formula, charge and spin   21.8 kJ/mol



6.
Formula: C28H30BCsN8Te
Source: the OMol25 dataset
Level of theory: ωB97M-V with the def2-TZVPD basis set

The geometry in XYZ format:
```
69
Properties=species:S:1:pos:R:3:lowdin_spin:R:1
C 3.87 4.07 2.45 0.00
H 2.94 5.41 6.38 0.00
Cs 0.17 -0.10 -0.32 0.01
N 0.61 2.66 0.22 0.00
C 4.00 -1.00 -1.12 0.00
N 2.89 3.50 4.36 0.00
N 2.88 0.63 0.35 0.00
H 4.60 5.87 5.99 0.00
C -6.60 -2.48 3.13 0.03
H -7.18 3.72 -3.01 0.00
H 5.10 5.68 3.29 0.00
N 2.99 3.23 3.04 0.00
C 3.89 5.05 5.99 0.00
C 4.36 0.99 1.95 0.00
C 4.37 4.90 3.42 0.00
H 4.76 1.43 2.85 0.00
H -1.63 -1.74 4.04 0.00
H 5.03 -1.30 -1.33 0.00
H 4.07 4.01 1.39 0.00
H -5.52 -1.49 4.71 0.00
H -6.36 -0.25 -1.68 0.00
C 3.95 -0.11 0.09 0.00
H -7.72 1.31 -3.01 0.00
C 1.12 1.21 4.51 0.00
H -4.09 -0.21 3.17 0.01
H 1.06 4.75 2.63 0.00
C 0.71 4.26 1.74 0.00
C -6.12 0.80 -1.68 0.03
C -5.65 -1.61 3.64 0.00
H 5.90 -0.37 1.15 0.00
C -4.72 2.65 -0.96 0.04
H -1.52 4.41 -1.67 0.00
C -5.98 -1.89 0.89 0.02
N 1.26 1.31 3.17 0.00
Te -3.76 0.17 0.24 0.66
H -0.77 5.58 0.79 0.00
C -6.88 1.68 -2.43 0.00
H 4.25 4.28 6.67 0.00
H -0.45 3.12 -2.21 0.00
H -7.23 -3.05 3.81 0.00
C -1.07 3.46 -1.38 0.00
C -1.14 -1.34 3.15 0.00
H 3.42 -1.92 -0.96 0.00
C -0.25 3.61 -0.13 0.00
C -5.04 1.29 -0.95 0.07
C -4.84 -0.89 2.78 0.04
H 1.68 1.85 5.17 0.00
N 3.14 1.32 1.48 0.00
H -1.88 2.74 -1.25 0.00
B 2.14 2.21 2.26 0.00
C -5.02 -1.03 1.40 0.06
C 3.72 4.50 4.61 0.00
N 0.46 0.42 2.55 0.00
H 3.61 -0.48 -1.99 0.00
H -7.52 -3.30 1.37 0.00
H -3.88 3.03 -0.39 0.00
H -6.11 -2.01 -0.18 0.00
C -6.58 3.04 -2.43 0.04
C -5.50 3.53 -1.70 0.00
C 4.92 0.08 1.08 0.00
H -1.91 -0.98 2.47 0.00
C -6.77 -2.62 1.76 0.00
H -0.13 -0.12 5.74 0.00
N 1.19 3.05 1.36 0.00
C -0.22 4.66 0.80 0.00
H -0.63 -2.17 2.66 0.00
H -5.27 4.58 -1.69 0.00
C 0.20 0.22 4.77 0.00
C -0.18 -0.25 3.51 0.00
```

Frontier orbital gap (alpha / beta)   6.7 / 3.0 eV
Total charge   +1
Spin multiplicity   2
DFT total energy   -49956.2515 eV
LUMO level (alpha / beta)   -3.41 / -7.11 eV
Highest occupied orbital energy (alpha / beta)   -10.10 / -10.10 eV